The following is a DFT calculation (ωB97M-V/def2-TZVPD) of C48H56BrGeN2O8SScSi as an isolated structure at a distorted geometry.

Geometry as XYZ:
```
119
Properties=species:S:1:pos:R:3:mulliken_charge:R:1
Sc 13.310 -12.198 15.980 -0.02
O 11.745 -12.592 14.711 -0.60
C 11.501 -12.531 13.384 0.43
C 10.290 -13.135 12.967 -0.17
C 9.956 -13.148 11.560 -0.50
C 10.898 -12.536 10.707 -0.19
C 11.922 -11.827 11.063 -0.63
C 12.249 -11.791 12.505 -0.19
C 13.477 -11.116 12.959 -0.52
N 13.816 -10.968 14.192 0.20
N 14.994 -10.170 14.327 -0.04
C 15.480 -10.232 15.495 0.34
O 15.100 -11.130 16.407 -0.26
C 16.656 -9.352 15.766 0.21
C 17.196 -9.619 17.100 0.20
C 18.024 -8.772 17.616 -0.43
C 18.245 -7.480 16.984 -0.56
C 17.923 -7.326 15.622 -0.61
C 17.081 -8.289 15.043 0.68
H 9.716 -13.605 13.972 0.06
H 9.003 -13.804 11.296 0.21
H 10.633 -12.694 9.487 0.11
H 12.583 -11.304 10.209 0.16
H 13.979 -10.517 12.278 0.93
H 16.978 -10.669 17.370 -0.59
H 18.949 -8.993 18.288 0.19
H 19.083 -6.749 17.535 0.17
H 18.111 -6.419 15.131 0.46
H 16.843 -8.149 13.894 -0.24
Br 14.226 -14.539 15.397 -0.59
O 16.061 -11.385 11.639 0.44
C 17.082 -11.846 11.652 -0.36
C 19.860 -10.958 6.255 -2.05
C 19.590 -10.171 7.475 2.01
C 20.254 -10.808 8.675 -1.85
C 19.962 -8.688 7.260 -0.80
O 18.191 -10.192 7.675 -0.26
Si 16.851 -9.332 8.133 0.02
S 15.138 -10.306 8.291 -0.81
O 17.623 -8.557 9.416 -0.31
C 16.996 -7.648 10.451 2.36
C 18.208 -6.935 11.154 -1.86
C 16.100 -6.655 9.764 -1.51
C 16.262 -8.339 11.486 -1.10
O 16.861 -7.899 7.169 -0.02
C 16.360 -7.363 5.912 1.29
C 15.020 -7.099 6.199 -1.94
C 17.287 -6.380 5.195 -1.20
C 16.345 -8.699 4.785 -1.07
H 20.755 -11.134 6.018 0.70
H 19.135 -10.563 5.006 0.10
H 19.355 -11.805 6.473 0.57
H 21.205 -10.611 8.513 0.69
H 19.903 -11.904 8.945 0.23
H 20.053 -10.339 9.652 0.26
H 21.114 -8.838 7.202 0.57
H 19.716 -8.061 8.069 0.08
H 19.314 -8.375 6.359 -0.15
H 18.616 -5.976 10.425 0.27
H 19.077 -7.637 11.223 0.25
H 17.804 -6.656 12.155 0.46
H 16.478 -6.214 8.537 -0.22
H 16.097 -5.720 10.246 0.71
H 15.060 -6.790 9.501 0.44
H 16.731 -9.183 12.282 0.09
H 15.498 -9.104 11.129 0.02
H 15.446 -7.528 12.085 0.27
H 15.237 -6.186 6.619 0.49
H 14.324 -7.654 6.611 0.66
H 13.689 -6.598 4.769 0.14
H 17.930 -6.209 6.231 0.27
H 13.986 -9.067 12.193 0.24
H 17.849 -6.933 4.509 0.49
H 15.322 -9.369 5.040 0.15
H 17.214 -9.277 4.974 0.08
H 16.468 -8.637 3.763 0.54
O 12.055 -11.048 17.500 -0.75
C 12.239 -12.154 18.339 1.15
O 13.114 -13.046 18.102 0.12
C 11.751 -12.014 19.830 -1.30
C 12.768 -12.159 20.947 -0.71
Ge 13.756 -13.984 20.794 0.77
C 12.289 -15.113 20.139 0.74
C 12.391 -15.684 18.665 -0.13
C 11.057 -16.116 18.201 -0.31
C 9.926 -16.046 18.856 -0.43
C 9.974 -15.561 20.197 -0.62
C 11.094 -15.168 20.710 0.03
C 14.272 -14.290 22.704 0.02
C 15.477 -14.096 23.378 0.26
C 15.839 -14.082 24.668 -0.77
C 14.773 -14.621 25.542 -0.18
C 13.546 -14.839 25.233 -0.73
C 13.082 -14.739 23.812 -0.41
C 15.373 -14.041 19.868 -0.63
C 15.830 -12.954 19.023 0.22
C 16.967 -13.185 18.333 -0.34
C 17.604 -14.352 18.316 -0.51
C 17.271 -15.483 19.213 -0.80
C 16.210 -15.229 20.004 -0.10
H 10.974 -12.716 20.106 0.32
H 11.311 -11.168 19.824 0.95
H 12.106 -12.375 22.016 0.23
H 13.559 -11.160 20.949 0.23
H 13.358 -15.436 18.041 0.07
H 11.330 -16.500 17.036 0.11
H 8.959 -16.063 18.398 0.37
H 9.049 -15.332 20.652 0.39
H 11.489 -14.454 21.501 0.09
H 15.813 -13.619 22.073 -0.07
H 16.656 -13.695 25.069 0.58
H 15.060 -14.502 26.731 0.11
H 12.797 -15.291 25.760 0.43
H 12.172 -15.234 23.497 0.33
H 15.320 -12.090 18.956 0.96
H 17.406 -12.335 17.423 -0.05
H 18.501 -14.668 17.642 0.19
H 17.998 -16.237 19.453 0.41
H 15.784 -16.165 20.456 0.20
```

Values from the calculation:
- LUMO level (alpha / beta) (eV) = 3.27 / 2.89
- max |F| (eV Å⁻¹) = 10.45
- net charge = -2
- HOMO-LUMO gap (alpha / beta) (eV) = 6.52 / 6.14
- highest occupied orbital energy (alpha / beta) (eV) = -3.2534 / -3.2544

The following is a DFT calculation (ωB97M-V/def2-TZVPD) of C26H23CrIN5 as an isolated structure at a distorted geometry.

Geometry as XYZ:
```
56
Properties=species:S:1:pos:R:3:mulliken_charge:R:1
Cr -0.428 -1.061 -0.701 -0.27
C 2.449 -1.077 0.787 -1.46
N 1.193 -1.794 0.488 0.31
C 1.063 -3.001 0.953 0.30
C -0.127 -3.661 0.524 -0.39
C -0.526 -5.026 0.521 -0.78
C -1.740 -5.090 -0.223 -0.70
C -1.951 -3.797 -0.730 -0.40
N -1.024 -2.926 -0.266 0.70
C 2.428 -0.437 2.160 1.02
C 2.223 0.927 2.336 0.08
C 2.204 1.449 3.610 -0.69
C 2.342 0.615 4.718 -0.66
C 2.646 -0.722 4.518 -0.51
C 2.573 -1.273 3.264 -0.77
H 2.570 -0.289 0.035 0.25
H 3.312 -1.749 0.738 0.55
H 1.831 -3.501 1.584 0.40
H 0.084 -5.879 0.841 0.38
H -2.348 -6.003 -0.349 0.40
H -2.746 -3.507 -1.451 0.36
H 2.050 1.589 1.470 0.49
H 2.183 2.550 3.743 0.36
H 2.290 1.064 5.689 0.41
H 3.063 -1.290 5.363 0.36
H 2.749 -2.344 3.169 0.21
N -0.698 0.381 0.892 -0.06
C -0.418 1.703 0.392 0.50
C -0.940 2.880 0.981 -0.65
C -0.610 4.106 0.369 -0.98
C 0.064 4.108 -0.872 -0.95
C 0.543 2.950 -1.534 0.46
C 1.133 2.955 -2.814 -0.83
C 1.552 1.732 -3.314 -0.82
C 1.262 0.571 -2.583 -0.62
N 0.648 0.556 -1.420 0.84
C 0.337 1.748 -0.822 0.82
H -0.010 -0.080 1.500 0.07
H -1.611 0.371 1.335 0.35
H -1.479 2.846 1.930 0.47
H -0.846 5.044 0.839 0.46
H 0.415 5.064 -1.255 0.38
H 1.316 3.916 -3.238 0.51
H 1.966 1.623 -4.329 0.41
H 1.608 -0.404 -2.975 0.45
I -1.990 2.263 -4.830 0.17
C -2.575 0.920 -3.368 -0.41
C -3.681 1.231 -2.574 -0.18
C -3.959 0.434 -1.472 -1.02
C -3.072 -0.557 -1.106 -0.07
N -1.980 -0.835 -1.849 0.19
C -1.828 -0.213 -3.044 -0.44
H -4.346 2.084 -2.828 0.36
H -4.862 0.591 -0.891 0.43
H -3.257 -1.151 -0.217 0.56
H -1.043 -0.603 -3.693 0.65
```

Values from the calculation:
- LUMO level (alpha / beta) (eV) = -3.64 / -3.70
- max |F| (eV Å⁻¹) = 3.53
- net charge = +1
- HOMO-LUMO gap (alpha / beta) (eV) = 6.30 / 6.36
- 2S+1 = 5
- highest occupied orbital energy (alpha / beta) (eV) = -9.9378 / -10.0577

The following is a DFT calculation (ωB97M-V/def2-TZVPD) of a 8-piece molecular cluster, C26H73N5O8 overall at a distorted geometry.

Geometry as XYZ:
```
112
Properties=species:S:1:pos:R:3:mulliken_charge:R:1
C -26.696 -16.285 -20.653 -0.84
O -26.764 -16.144 -19.225 -0.28
C -25.665 -15.418 -18.706 -0.74
C -25.544 -15.845 -17.217 0.81
C -26.683 -15.136 -16.470 -1.26
N -24.271 -15.534 -16.575 -0.49
H -27.692 -16.634 -20.914 0.24
H -25.961 -17.058 -20.888 0.32
H -26.430 -15.359 -21.161 0.33
H -24.725 -15.626 -19.230 0.47
H -25.885 -14.345 -18.768 0.37
H -25.735 -16.913 -17.109 -0.13
H -26.593 -14.066 -16.693 0.51
H -26.715 -15.343 -15.403 -0.37
H -27.636 -15.341 -16.963 0.52
H -24.101 -14.528 -16.602 0.24
H -23.470 -15.883 -17.099 0.30
C -22.129 -14.310 -14.455 -0.49
O -22.614 -13.008 -14.272 -0.38
C -22.845 -12.707 -12.891 0.01
C -23.617 -11.427 -12.793 2.28
C -23.055 -10.250 -13.599 -1.83
N -23.743 -11.019 -11.384 -0.75
H -22.082 -14.541 -15.524 0.40
H -22.716 -15.089 -13.963 -0.28
H -21.069 -14.452 -14.196 0.38
H -23.376 -13.506 -12.363 -0.39
H -21.849 -12.544 -12.460 0.31
H -24.617 -11.589 -13.224 -1.06
H -23.659 -9.353 -13.471 0.42
H -23.061 -10.459 -14.670 0.32
H -22.012 -10.054 -13.339 0.35
H -24.184 -11.770 -10.854 0.22
H -24.440 -10.276 -11.385 0.37
C -21.505 -18.076 -14.129 -0.30
O -20.446 -17.825 -13.224 -0.51
C -20.677 -18.351 -11.932 -1.18
C -21.788 -17.602 -11.202 2.17
C -21.546 -16.090 -11.176 -0.82
N -21.987 -18.137 -9.848 -0.79
H -22.451 -17.582 -13.889 0.17
H -21.656 -19.159 -14.194 0.81
H -21.167 -17.694 -15.091 0.28
H -20.904 -19.418 -12.036 0.38
H -19.764 -18.283 -11.338 0.39
H -22.732 -17.783 -11.728 -1.58
H -22.383 -15.537 -10.746 0.05
H -21.442 -15.766 -12.214 -0.10
H -20.655 -15.875 -10.582 0.60
H -21.233 -17.795 -9.252 0.37
H -22.780 -17.661 -9.426 0.17
C -26.040 -9.881 -15.422 -0.82
O -26.518 -10.615 -14.314 -0.42
C -27.096 -11.832 -14.662 -0.24
C -27.908 -12.451 -13.515 0.18
C -27.006 -12.989 -12.427 -0.95
N -28.828 -13.476 -13.992 -0.71
H -26.831 -9.259 -15.855 0.32
H -25.678 -10.538 -16.216 0.32
H -25.268 -9.195 -15.090 0.24
H -27.806 -11.733 -15.498 0.58
H -26.375 -12.601 -14.977 0.11
H -28.491 -11.652 -13.047 0.39
H -26.324 -12.285 -11.942 0.31
H -26.245 -13.685 -12.822 -0.20
H -27.552 -13.569 -11.684 0.45
H -28.265 -14.188 -14.451 0.10
H -29.435 -13.124 -14.725 0.35
C -27.332 -18.804 -15.462 -0.17
O -28.465 -19.614 -15.419 -0.43
C -29.339 -19.406 -14.332 -0.50
C -30.218 -20.643 -14.229 0.48
C -31.142 -20.855 -15.418 -1.37
N -31.026 -20.673 -13.002 -0.73
H -27.586 -17.780 -15.773 0.32
H -26.659 -19.140 -16.255 0.20
H -26.736 -18.813 -14.543 -0.16
H -28.788 -19.258 -13.396 0.25
H -29.972 -18.519 -14.474 0.23
H -29.551 -21.508 -14.209 0.21
H -31.640 -21.819 -15.358 0.36
H -30.561 -20.783 -16.339 0.34
H -31.906 -20.077 -15.514 0.34
H -31.782 -19.993 -13.069 0.29
H -30.498 -20.303 -12.211 0.27
C -25.680 -16.315 -9.799 -0.30
C -25.049 -15.500 -8.702 -0.48
O -23.955 -16.279 -8.165 -0.54
H -24.980 -16.632 -10.572 -0.66
H -26.428 -15.681 -10.285 0.23
H -26.227 -17.187 -9.439 0.53
H -25.736 -15.238 -7.895 0.46
H -24.641 -14.582 -9.141 0.13
H -23.672 -15.770 -7.394 0.29
C -22.899 -19.406 -16.388 -0.74
C -23.396 -20.133 -15.149 -0.04
O -22.862 -19.656 -13.928 -0.59
H -22.889 -18.322 -16.243 -0.17
H -23.645 -19.544 -17.176 0.41
H -21.889 -19.689 -16.681 0.30
H -23.232 -21.208 -15.169 0.43
H -24.486 -20.002 -15.138 0.02
H -23.094 -18.715 -13.862 -0.10
C -24.827 -17.736 -11.906 -0.79
C -24.733 -16.561 -12.872 0.41
O -23.996 -16.979 -14.011 1.16
H -25.140 -18.640 -12.421 0.36
H -25.471 -17.535 -11.050 0.48
H -23.825 -17.899 -11.497 0.43
H -24.278 -15.662 -12.436 -0.72
H -25.751 -16.242 -13.139 0.25
H -24.246 -16.462 -14.803 -0.64
```

Values from the calculation:
- LUMO level (eV) = 0.38
- max |F| (eV Å⁻¹) = 8.06
- HOMO-LUMO gap (eV) = 7.85
- SMILES string = COC[C@H](C)N.COC[C@H](C)N.COC[C@H](C)N.COC[C@H](C)N.COC[C@H](C)N.CCO.CCO.CCO
- highest occupied orbital energy (eV) = -7.4750

Among the records above, which one has the lowest max |F|? C26H23CrIN5

What is the formula in the second record? C26H23CrIN5

Which formula does entry 2 have? C26H23CrIN5

Which formula does entry 2 have? C26H23CrIN5